A molecular structure, C25H16BrN4NiO4. Source: OMol25; level of theory: the ωB97M-V functional and the def2-TZVPD basis.

The value obtained for the LUMO energy (alpha / beta) is 2.57 / 2.57 eV. For the orbital gap (alpha / beta), the calculation gives 6.927 / 6.989 eV. The total charge is -1. As for the spin multiplicity: 3.

XYZ file:
```
51
C25H16BrN4NiO4, DFT the ωB97M-V functional and the def2-TZVPD basis
Ni -0.643 -0.460 0.476
O -4.056 -2.739 0.430
C -2.937 -2.220 0.427
N -2.571 -0.945 0.352
C -3.435 0.150 0.235
C -4.796 0.088 -0.044
C -5.536 1.263 -0.158
C -4.928 2.494 0.013
C -3.569 2.577 0.301
C -2.811 1.416 0.414
N -1.449 1.352 0.714
C -0.753 2.307 1.315
O -1.040 3.483 1.563
C 0.582 1.769 1.823
C 1.515 2.640 2.363
C 2.701 2.128 2.858
C 2.916 0.761 2.810
C 1.937 -0.043 2.251
N 0.796 0.445 1.771
C -1.722 -3.134 0.557
C -1.897 -4.508 0.617
C -0.778 -5.319 0.696
C 0.479 -4.736 0.697
C 0.574 -3.355 0.632
N -0.506 -2.574 0.581
H -5.261 -0.879 -0.162
H -6.595 1.204 -0.379
H -5.510 3.405 -0.075
H -3.085 3.530 0.451
H 1.272 3.693 2.379
H 3.451 2.787 3.278
H 3.830 0.317 3.179
H 2.072 -1.112 2.166
H -2.906 -4.892 0.592
H -0.884 -6.396 0.744
H 1.379 -5.334 0.736
H 1.524 -2.835 0.576
Br 4.272 -1.795 -2.814
C 3.686 0.013 -2.876
C 4.351 0.848 -3.764
C 3.961 2.171 -3.886
C 2.894 2.649 -3.138
C 2.228 1.799 -2.273
C 2.619 0.470 -2.111
C 1.874 -0.355 -1.075
O 2.518 -1.124 -0.353
O 0.634 -0.100 -1.022
H 5.166 0.454 -4.355
H 4.487 2.821 -4.574
H 2.574 3.678 -3.234
H 1.375 2.142 -1.701
```

A molecular structure, C41H34BrN5OPtS3. Source: OMol25; level of theory: the ωB97M-V functional and the def2-TZVPD basis.

The value obtained for the LUMO energy is -5.68 eV. For the orbital gap, the calculation gives 7.577 eV. The total charge is +2. As for the spin multiplicity: 1. The energy above the lowest of the compared OMol25 structures with the same formula, charge and spin comes out at 0.0 kcal per mole.

XYZ file:
```
86
C41H34BrN5OPtS3, DFT the ωB97M-V functional and the def2-TZVPD basis
Pt -0.911 -2.186 -0.711
O -1.177 -5.889 -5.628
C -1.164 -5.056 -4.593
C -2.290 -4.738 -3.828
C -2.145 -3.857 -2.787
N -0.969 -3.283 -2.454
C 0.101 -3.601 -3.194
Br 1.750 -2.821 -2.743
C 0.055 -4.468 -4.260
H -2.055 -6.254 -5.792
H -3.261 -5.164 -4.040
H -2.991 -3.577 -2.176
H 0.942 -4.700 -4.829
N -0.768 -1.559 1.177
S 0.464 -1.216 1.939
N 1.209 0.253 1.844
S 0.432 1.332 1.025
N 0.429 0.996 -0.483
S -0.671 0.643 -1.595
N -1.616 -0.489 -1.399
C 0.404 0.504 -3.004
C 1.738 0.880 -2.994
C 2.486 0.702 -4.148
C 1.900 0.162 -5.285
C 0.560 -0.206 -5.280
C -0.197 -0.038 -4.133
C -1.641 2.108 -1.847
C -0.963 3.307 -2.018
C -1.700 4.464 -2.213
C -3.088 4.405 -2.243
C -3.746 3.192 -2.089
C -3.022 2.026 -1.896
C -1.126 1.680 1.814
C -2.333 1.205 1.327
C -3.481 1.432 2.072
C -3.410 2.100 3.285
C -2.185 2.537 3.777
C -1.031 2.323 3.046
C 1.391 2.799 1.214
C 0.774 4.015 0.945
C 1.540 5.166 0.990
C 2.896 5.088 1.291
C 3.492 3.862 1.552
C 2.739 2.698 1.514
C 1.854 -2.293 1.661
C 1.677 -3.626 2.015
C 2.672 -4.538 1.710
C 3.822 -4.115 1.050
C 3.980 -2.783 0.695
C 2.991 -1.858 0.999
C 0.081 -1.329 3.669
C -1.247 -1.406 4.046
C -1.548 -1.431 5.400
C -0.530 -1.381 6.341
C 0.800 -1.304 5.941
C 1.116 -1.273 4.593
H 2.185 1.294 -2.101
H 3.529 0.988 -4.158
H 2.491 0.031 -6.182
H 0.106 -0.622 -6.169
H -1.239 -0.332 -4.106
H 0.120 3.338 -2.005
H -1.192 5.408 -2.353
H -3.660 5.310 -2.400
H -4.826 3.150 -2.127
H -3.510 1.066 -1.787
H -2.384 0.627 0.416
H -4.431 1.070 1.703
H -4.311 2.273 3.859
H -2.127 3.045 4.730
H -0.075 2.655 3.431
H -0.285 4.065 0.719
H 1.079 6.125 0.799
H 3.489 5.992 1.329
H 4.545 3.810 1.795
H 3.182 1.737 1.734
H 0.778 -3.942 2.532
H 2.556 -5.575 1.991
H 4.601 -4.829 0.818
H 4.878 -2.459 0.186
H 3.100 -0.818 0.728
H -2.019 -1.453 3.289
H -2.580 -1.497 5.717
H -0.770 -1.409 7.396
H 1.589 -1.272 6.679
H 2.147 -1.212 4.269
```

Max |F|
In order: 0.296; 0.934
Unit: eV Å⁻¹